No. 1
ORCA calculation (wB97M-V/def2-TZVPD) on a 2-piece molecular cluster, C2H5NO overall.

Properties
energy above the lowest of the compared OMol25 structures with the same formula, charge and spin = 28.61 kcal/mol
HOMO-LUMO gap = 12.03 eV
LUMO level = 0.44 eV
SMILES = CC#N.O
calculated total energy = -5691.9889 eV
total charge = 0

Last column: Löwdin charge in e.
CARTESIAN COORDINATES (ANGSTROEM)
C (0.1849, 1.0506, -0.1783)  -0.0933
C (1.2637, 0.4269, 0.6512)  -0.2657
N (2.1248, -0.0564, 1.3022)  0.1142
H (-0.0619, 0.5610, -1.1355)  0.0723
H (0.3908, 2.1168, -0.3714)  0.0806
H (-0.6892, 0.9765, 0.4903)  0.0754
O (-0.7655, -1.9294, -0.3584)  -0.0843
H (-1.0563, -1.6912, 0.5510)  0.0532
H (-1.3912, -1.4548, -0.9512)  0.0476

Cartesian forces, eV/Å:
-0.1 0.0 0.9
2.5 -1.3 0.9
-3.0 1.7 -2.1
0.6 -0.1 0.6
0.1 -0.5 0.2
0.0 0.3 -0.5
-1.0 0.8 0.3
0.3 -0.3 -0.9
0.6 -0.6 0.7

No. 2
ORCA calculation (wB97M-V/def2-TZVPD) on a 4-piece molecular cluster, CH11N2O3 overall.

Properties
energy above the lowest of the compared OMol25 structures with the same formula, charge and spin = 3.72 kcal/mol
HOMO-LUMO gap = 12.16 eV
LUMO level = -2.74 eV
calculated total energy = -10333.1803 eV
total charge = +1

Last column: Löwdin charge in e.
CARTESIAN COORDINATES (ANGSTROEM)
N (-0.8723, -0.2538, 0.2285)  0.1859
C (-0.9708, -0.7030, -0.9976)  -0.1647
N (-0.1752, -0.2673, -1.9502)  0.1780
H (0.0237, 0.1261, 0.4868)  0.1105
H (-1.5749, -0.4122, 0.9397)  0.0930
H (-1.7681, -1.4010, -1.2385)  0.1567
H (-0.2584, -0.6660, -2.8690)  0.1297
H (0.6690, 0.3096, -1.7853)  0.1003
H (-3.4010, -2.1988, 1.4645)  0.0763
H (-4.1664, -0.8835, 1.4656)  0.0648
O (-3.3701, -1.2908, 1.1056)  -0.0541
H (1.8025, 2.2470, -0.9581)  0.0703
H (2.2268, 1.3134, 0.1809)  0.0162
O (1.6605, 1.3561, -0.6226)  -0.0692
H (3.5356, 1.6651, 2.0681)  0.0714
H (3.7980, 0.2065, 1.8662)  0.0631
O (3.1809, 0.8905, 1.6210)  -0.0283

Cartesian forces, eV/Å:
0.6 -0.4 0.0
-0.1 0.8 0.0
0.4 -0.6 -0.3
0.0 0.7 0.1
-0.2 -0.5 -0.2
-0.1 0.3 -0.1
-0.1 -0.1 -0.1
-0.7 -0.2 0.5
0.1 0.5 -0.3
0.0 0.1 -0.1
0.0 -0.7 0.4
-0.1 0.0 -0.1
0.0 -0.4 -0.3
0.2 0.3 0.4
-0.1 0.2 0.1
0.3 -0.6 -0.1
-0.2 0.5 0.1

No. 3
ORCA calculation (wB97M-V/def2-TZVPD) on one molecule with the formula C12H11FO2.

Properties
energy above the lowest of the compared OMol25 structures with the same formula, charge and spin = 0.00 kcal/mol
HOMO-LUMO gap = 8.80 eV
LUMO level = 0.59 eV
SMILES = Oc1ccccc1[C@H]1C=CC=C(F)[C@@H]1O
calculated total energy = -19432.5075 eV
total charge = 0

Last column: Löwdin charge in e.
CARTESIAN COORDINATES (ANGSTROEM)
O (2.4118, -0.2844, -0.3571)  0.0642
C (1.3445, -0.5235, -1.1219)  -0.2787
C (1.4708, -0.9821, -2.3840)  -0.0320
C (0.3379, -1.3458, -3.1271)  -0.1122
C (-0.9123, -1.1316, -2.7107)  -0.1168
C (-1.1021, -0.4776, -1.4848)  -0.0416
C (-0.0139, -0.1322, -0.7235)  -0.0594
C (-0.0093, 0.5643, 0.7025)  -0.1966
C (-1.0836, 1.5514, 0.8640)  -0.0394
C (-1.2870, 2.0449, 2.1451)  -0.0616
C (-0.7785, 1.5011, 3.4006)  -0.0101
C (-0.1114, 0.3562, 3.2750)  -0.2166
F (0.2812, -0.2998, 4.3711)  0.0829
C (0.1080, -0.3912, 1.9296)  -0.2480
O (1.3340, -1.0833, 1.9458)  -0.0189
H (3.1868, -0.6146, -0.8047)  0.1175
H (2.4351, -1.4848, -2.6458)  0.1322
H (0.4311, -1.8132, -4.0920)  0.1036
H (-1.8183, -1.2813, -3.3573)  0.1236
H (-2.1484, -0.2485, -1.1573)  0.1315
H (0.9413, 1.0874, 0.8766)  0.1523
H (-1.6013, 1.8766, 0.0464)  0.0730
H (-2.0847, 2.7239, 2.2584)  0.0799
H (-1.1741, 1.7894, 4.3314)  0.1024
H (-0.6585, -1.2542, 1.9524)  0.1891
H (2.0731, -0.5318, 1.6832)  0.0801

Cartesian forces, eV/Å:
0.3 0.5 0.9
-3.2 1.3 -0.6
0.9 -2.7 -0.9
1.3 -0.4 -1.2
-2.7 1.1 0.2
-0.8 0.3 0.5
2.8 0.0 2.8
0.1 -1.4 -0.5
1.0 0.3 5.2
-0.8 -1.1 -2.4
0.5 -1.2 -2.1
0.1 0.2 -0.7
0.1 -0.4 -0.2
-0.8 -1.3 0.8
-0.3 -0.6 0.3
0.4 -0.1 -0.2
-0.6 0.9 -0.2
0.5 -0.1 -0.2
1.2 -0.2 0.7
1.2 -0.1 -0.1
0.1 0.3 -0.8
-1.3 1.1 -1.9
-0.7 1.1 0.0
0.0 0.7 1.0
0.8 1.3 -0.3
-0.1 0.3 -0.2

No. 4
ORCA calculation (wB97M-V/def2-TZVPD) on one molecule with the formula C5H13NS.

Properties
energy above the lowest of the compared OMol25 structures with the same formula, charge and spin = 31.85 kcal/mol
HOMO-LUMO gap = 9.55 eV
LUMO level = 0.86 eV
SMILES = CN[C@H](C)CCS
calculated total energy = -17719.8698 eV
total charge = 0

Last column: Löwdin charge in e.
CARTESIAN COORDINATES (ANGSTROEM)
C (1.3854, -1.6208, 0.2116)  -0.1234
N (0.3925, -1.1355, -0.8254)  -0.1104
C (-0.7964, -0.3657, -0.2153)  -0.3870
C (-1.9436, -0.4407, -1.2793)  -0.0566
C (-0.3738, 1.0982, -0.0158)  -0.2759
C (0.3941, 1.5617, 1.2285)  -0.5386
S (2.1239, 1.6110, 0.6726)  0.7129
H (0.9492, -2.5669, 0.5710)  0.0755
H (1.7115, -0.8601, 0.8999)  0.0000
H (2.2398, -1.9250, -0.3982)  0.0705
H (-0.0065, -1.9606, -1.2538)  0.0687
H (-1.1301, -1.0236, 0.5960)  0.1293
H (-1.6634, -1.2034, -2.0064)  0.0690
H (-1.9937, 0.5579, -1.7299)  0.0696
H (-2.9195, -0.5695, -0.8302)  0.0690
H (-1.4055, 1.5133, 0.0507)  0.1139
H (0.1526, 1.3455, -0.9426)  0.0971
H (0.2144, 0.9494, 2.1266)  0.0840
H (0.0910, 2.5565, 1.4907)  0.0539
H (2.5781, 2.4783, 1.6495)  -0.1214

Cartesian forces, eV/Å:
-1.2 -1.1 -2.5
-0.4 1.2 1.2
1.4 -2.2 -1.7
1.2 1.2 0.5
-2.3 -0.8 1.0
0.2 -0.7 -0.5
0.7 1.0 1.3
0.4 0.5 1.0
-0.3 -0.1 0.4
0.3 0.1 0.3
0.2 -0.1 0.0
0.1 1.0 0.8
-0.6 0.1 -0.1
0.0 -0.4 -0.5
-0.1 -0.5 0.1
0.9 0.7 -0.3
-0.4 0.4 0.2
0.2 -0.1 -0.5
-0.1 0.6 0.0
-0.2 -0.7 -0.7

No. 5
ORCA calculation (wB97M-V/def2-TZVPD) on a 2-piece molecular cluster, C2H5IO2 overall.

Properties
energy above the lowest of the compared OMol25 structures with the same formula, charge and spin = 65.78 kcal/mol
HOMO-LUMO gap = 8.90 eV
LUMO level = 0.31 eV
calculated total energy = -14347.8647 eV
total charge = 0

Last column: Löwdin charge in e.
CARTESIAN COORDINATES (ANGSTROEM)
C (0.9488, 0.7266, 0.0681)  -0.1730
C (-0.3930, -0.9109, 0.3849)  -0.5673
O (0.2457, 1.6792, -0.5240)  -0.1525
O (-0.2204, -1.9544, -0.5261)  -0.1419
I (-2.2897, 0.2747, 0.0984)  0.7706
H (1.7759, 0.5464, -0.5789)  0.0884
H (1.1389, 0.7581, 1.1721)  0.0951
H (-0.2897, -1.4291, 1.3880)  0.0754
H (-0.5581, 1.9101, -0.0816)  -0.0637
H (-0.3584, -1.6007, -1.4009)  0.0689

Cartesian forces, eV/Å:
-2.1 -2.5 2.5
2.4 0.7 -1.0
0.8 1.1 -1.1
-0.6 0.7 1.0
0.0 -1.1 0.5
0.6 -1.0 -0.1
0.1 0.5 -1.1
-0.5 1.2 -0.9
-0.9 0.3 0.7
0.1 0.1 -0.6

No. 6
ORCA calculation (wB97M-V/def2-TZVPD) on a 14-piece molecular cluster, H28O14 overall.

Properties
energy above the lowest of the compared OMol25 structures with the same formula, charge and spin = 153.87 kcal/mol
HOMO-LUMO gap (alpha / beta) = 9.83 / 2.31 eV
LUMO level (alpha / beta) = -3.60 / -11.10 eV
calculated total energy = -29104.0824 eV
total charge = +1
spin multiplicity = 2

Last column: Löwdin charge in e.
CARTESIAN COORDINATES (ANGSTROEM)
O (2.8712, 3.4206, 0.6528)  0.2284
H (2.2272, 2.9975, 1.1424)  0.0210
H (2.8026, 3.3857, -0.2298)  0.0231
O (-1.1729, -0.6388, 4.5480)  -0.0978
H (-1.3137, -0.1523, 3.5302)  0.1455
H (-0.2743, -0.9147, 4.4510)  -0.0259
O (2.7322, 0.3858, -0.2580)  0.0475
H (3.2321, 0.6346, 0.4604)  0.0117
H (2.5668, -0.4796, -0.0617)  -0.0163
O (3.0380, 0.8169, -3.0677)  0.0220
H (2.7834, 0.3389, -2.3547)  -0.0708
H (2.9433, 0.2659, -3.7924)  0.0043
O (-3.7709, 3.5073, -1.2988)  0.0317
H (-3.1368, 4.2020, -1.2584)  0.0266
H (-3.4663, 2.7245, -1.4012)  -0.1081
O (-1.3898, 2.8047, -1.8975)  -0.0342
H (-1.2424, 1.9497, -2.3551)  0.0784
H (-1.3558, 3.4539, -2.5644)  0.0465
O (0.2563, 3.3364, 0.3868)  0.0425
H (-0.3986, 3.4045, -0.2510)  -0.0191
H (-0.1861, 3.1377, 1.1765)  0.0348
O (2.8662, -3.9136, -0.5601)  -0.0358
H (3.3421, -3.2579, -1.1741)  0.1017
H (3.5481, -4.3727, -0.1631)  -0.0028
O (-3.2248, 0.3215, -3.2454)  -0.0208
H (-2.8902, -0.1086, -4.1135)  0.1112
H (-4.0833, 0.1464, -3.2129)  -0.0455
O (0.6986, -1.8874, 2.5532)  0.0024
H (0.0449, -2.5641, 2.8830)  0.1387
H (0.4173, -1.4924, 1.7213)  0.0887
O (2.7436, -2.5578, 1.8130)  0.1608
H (2.5667, -1.9027, 2.4726)  0.0678
H (2.0364, -3.1529, 1.8943)  0.0472
O (-3.9780, -1.1667, 2.5467)  -0.0798
H (-3.1654, -1.6828, 2.9227)  0.0778
H (-3.6207, -0.2751, 2.5867)  0.0050
O (0.4759, -3.4843, -2.1055)  0.0186
H (0.9364, -4.1460, -2.4869)  -0.0195
H (0.2663, -2.6382, -2.3957)  0.0057
O (-2.0955, -0.7781, 0.2118)  -0.0538
H (-2.2706, -0.1414, 0.8827)  -0.0134
H (-2.7107, -0.6924, -0.5434)  0.0540

Cartesian forces, eV/Å:
3.9 2.1 4.4
-2.7 -1.5 0.8
-1.1 -0.6 -5.3
-1.7 2.3 -4.8
0.5 -2.0 4.7
1.2 -0.2 0.2
-1.1 2.3 -2.6
2.1 1.4 2.3
-1.0 -3.9 0.4
1.3 3.7 -1.4
-1.1 -2.1 3.7
-0.2 -1.5 -2.4
-5.5 7.9 1.4
0.8 0.0 0.0
3.9 -7.6 -1.2
0.8 -2.1 0.9
-0.2 0.7 0.4
0.0 1.2 -1.4
3.0 -0.1 0.8
-2.1 0.1 -2.5
-1.1 -0.2 1.8
-1.1 3.0 -2.7
-1.2 -1.5 1.3
2.4 -1.7 1.3
7.0 0.0 -2.3
-1.0 1.1 2.3
-5.9 -1.1 0.1
-1.3 -0.3 1.1
0.5 1.0 -0.8
-0.7 -0.2 -0.3
2.5 1.1 -1.6
0.3 0.6 1.4
-1.4 -2.0 0.1
2.7 -1.3 1.1
-2.4 1.0 -0.9
-0.5 0.4 0.1
-2.6 1.0 4.6
2.3 -2.3 -2.8
0.1 1.4 -1.9
0.8 -1.0 -1.2
-0.8 0.8 0.2
0.3 0.2 0.9

No. 7
ORCA calculation (wB97M-V/def2-TZVPD) on one molecule with the formula C4H13N3.

Properties
energy above the lowest of the compared OMol25 structures with the same formula, charge and spin = 17.89 kcal/mol
HOMO-LUMO gap = 9.92 eV
LUMO level = 1.15 eV
SMILES = NCC[C@H](N)CN
calculated total energy = -8828.6368 eV
total charge = 0

Last column: Löwdin charge in e.
CARTESIAN COORDINATES (ANGSTROEM)
N (1.1366, 0.6339, 2.5195)  -0.0168
C (1.4898, -0.0457, 1.2562)  -0.2672
C (0.5910, 0.4741, 0.1312)  -0.1845
C (-0.4260, -0.5636, -0.3214)  -0.4144
N (0.3233, -1.7137, -0.8464)  0.0223
C (-1.4631, -0.0738, -1.3629)  -0.2521
N (-1.9368, 1.2803, -1.1729)  -0.0003
H (0.2984, 0.2536, 2.9342)  0.0597
H (1.8799, 0.5710, 3.1997)  0.0539
H (1.3187, -1.1130, 1.3359)  0.0889
H (2.5528, 0.0975, 1.0652)  0.1093
H (0.1471, 1.4228, 0.4506)  0.0939
H (1.1046, 0.8200, -0.7711)  0.1162
H (-0.9286, -0.9593, 0.5605)  0.1349
H (-0.3140, -2.3307, -1.3517)  0.0727
H (0.9799, -1.4237, -1.5633)  0.0727
H (-0.9836, -0.2018, -2.3387)  0.1073
H (-2.2801, -0.7895, -1.2719)  0.1005
H (-1.4416, 1.7977, -0.4684)  0.0399
H (-2.0482, 1.8638, -1.9843)  0.0632

Cartesian forces, eV/Å:
0.3 0.3 -0.2
-0.5 0.2 0.5
-0.1 0.6 -0.6
0.3 0.1 -0.2
-0.3 -0.4 -0.4
0.6 0.1 0.3
-0.5 0.2 0.5
0.0 -0.1 0.0
0.0 -0.1 0.0
0.2 -0.4 -0.1
-0.1 0.2 -0.1
-0.2 -0.4 0.4
0.5 -0.3 -0.1
-0.3 0.2 0.2
0.1 0.0 0.3
0.1 0.3 0.1
-0.1 0.0 -0.1
-0.3 0.0 -0.4
0.1 0.0 0.0
0.1 -0.3 -0.2